P:
21
Properties=species:S:1:pos:R:3 method="wB97M-V/def2-TZVPD" multiplicity=1 homo_lumo_gap_ha=0.352 lumo_energy_ha=0.037 homo_energy_ev=-8.58 smiles="C/C=C/O.CCC"
C 1.433 -2.518 2.476
C 0.820 -1.153 2.493
C 0.913 -0.304 1.484
O 0.382 0.957 1.541
H 0.684 -3.299 2.626
H 1.936 -2.718 1.530
H 2.169 -2.633 3.276
H 0.283 -0.844 3.383
H 1.438 -0.556 0.567
H 0.385 1.338 0.655
C -0.167 2.079 -1.922
C -1.268 1.116 -2.351
C -1.500 0.014 -1.328
H -0.431 2.587 -0.989
H 0.006 2.860 -2.662
H 0.780 1.551 -1.771
H -1.001 0.676 -3.314
H -2.193 1.677 -2.507
H -2.316 -0.646 -1.625
H -0.608 -0.606 -1.213
H -1.745 0.423 -0.347

=====

Q:
21
Properties=species:S:1:pos:R:3 method="wB97M-V/def2-TZVPD" multiplicity=1 homo_lumo_gap_ha=0.337 lumo_energy_ha=0.037 homo_energy_ev=-8.18
C 2.232 -1.914 -1.003
C 1.277 -1.470 0.104
C 1.051 0.043 0.103
C 0.070 0.505 1.164
C -0.607 1.729 1.072
O -2.296 0.914 0.663
C -2.741 1.029 -0.674
H 2.438 -2.989 -0.958
H 3.190 -1.386 -0.927
H 1.812 -1.696 -1.993
H 0.312 -1.982 -0.003
H 1.679 -1.774 1.081
H 2.033 0.526 0.237
H 0.698 0.352 -0.891
H 0.278 0.152 2.174
H -1.333 0.178 0.844
H -0.970 2.245 1.955
H -0.525 2.353 0.183
H -3.070 2.058 -0.880
H -3.589 0.357 -0.863
H -1.939 0.771 -1.388

=====

Which structure is most stable, and how do the rest compare? From most to least stable: P, Q.

=====

P:
14
Properties=species:S:1:pos:R:3 method="wB97M-V/def2-TZVPD" multiplicity=1 homo_lumo_gap_ha=0.338 lumo_energy_ha=0.001 homo_energy_ev=-9.19 smiles="C#CC(=O)N(N)C=C"
C 0.496 -2.299 -1.573
C -0.066 -1.477 -0.908
C -1.140 -0.779 -0.232
O -2.089 -1.351 0.257
N -0.750 0.598 0.048
N -1.314 1.054 1.490
C 0.533 1.313 0.119
C 1.876 0.879 0.035
H 0.721 -2.990 -2.334
H -2.236 1.366 1.102
H -1.197 0.018 2.148
H 0.319 2.492 0.168
H 2.190 -0.257 -0.050
H 2.657 1.431 -0.271

=====

Q:
14
Properties=species:S:1:pos:R:3 method="wB97M-V/def2-TZVPD" multiplicity=1 homo_lumo_gap_ha=0.355 lumo_energy_ha=0.029 homo_energy_ev=-8.88 smiles="NC(=O)c1cc[nH]c1"
N 2.339 0.804 -0.136
C 1.616 -0.462 0.098
O 2.266 -1.436 -0.161
C 0.191 -0.215 0.355
C -0.603 0.932 0.019
C -1.856 0.578 -0.144
N -2.064 -0.818 -0.178
C -0.771 -1.292 0.173
H 1.955 1.773 -0.083
H 3.425 0.692 -0.096
H -0.421 2.104 0.443
H -2.709 1.139 -0.222
H -2.773 -1.496 -0.191
H -0.595 -2.303 0.121

=====

R:
14
Properties=species:S:1:pos:R:3 method="wB97M-V/def2-TZVPD" multiplicity=1 homo_lumo_gap_ha=0.336 lumo_energy_ha=0.030 homo_energy_ev=-8.33 smiles="C1=C2CCN=C2ON1"
C -1.324 1.136 0.031
C -0.021 0.802 -0.029
C 1.422 1.177 -0.041
C 2.103 -0.270 0.048
N 1.089 -1.258 -0.022
C -0.002 -0.648 -0.001
O -1.265 -1.131 -0.036
N -2.144 -0.024 -0.093
H -1.794 2.120 0.122
H 1.759 1.778 0.795
H 1.584 1.831 -0.942
H 2.924 -0.411 -0.698
H 2.641 -0.388 1.031
H -2.676 -0.096 0.737

=====

S:
14
Properties=species:S:1:pos:R:3 method="wB97M-V/def2-TZVPD" multiplicity=1 homo_lumo_gap_ha=0.344 lumo_energy_ha=0.020 homo_energy_ev=-8.80 smiles="O=C1[C@@H]2C[C@H]1N=CN2"
O 0.094 0.380 -2.269
C 0.039 0.092 -1.077
C -0.975 -0.598 -0.250
C -1.213 0.737 0.476
C 0.304 1.129 0.099
N 1.284 0.500 1.075
C 0.925 -0.694 1.202
N -0.183 -1.420 0.672
H -1.736 -1.140 -0.813
H -1.960 1.444 0.169
H -1.365 0.608 1.583
H 0.556 2.177 0.112
H 1.474 -1.341 1.883
H 0.090 -2.334 0.294

=====

Which structure is most stable, and how do the rest compare? From most to least stable: Q, S, R, P.

=====

P:
14
Properties=species:S:1:pos:R:3 method="wB97M-V/def2-TZVPD" multiplicity=1 homo_lumo_gap_ha=0.352 lumo_energy_ha=0.019 homo_energy_ev=-9.04 smiles=N#C[C@@]12CNC[C@@H]1O2
N -0.496 2.668 2.230
C -0.504 1.843 1.288
C -0.424 0.482 0.589
C -1.371 -0.315 -0.440
N -0.068 -1.083 -1.094
C 1.204 -0.546 -0.688
C 0.867 0.185 0.576
O 0.062 -0.351 1.633
H -1.831 0.377 -1.335
H -2.151 -1.210 0.018
H -0.307 -1.809 -2.052
H 1.794 -1.417 -0.600
H 1.579 0.483 -1.198
H 1.646 0.691 1.072

=====

Q:
14
Properties=species:S:1:pos:R:3 method="wB97M-V/def2-TZVPD" multiplicity=1 homo_lumo_gap_ha=0.377 lumo_energy_ha=0.030 homo_energy_ev=-9.44 smiles="C1=NN2C[C@H]2[C@@H]2O[C@@H]12"
C 0.810 -1.130 -0.983
N 0.455 -1.653 0.189
N -0.698 -0.928 0.716
C -0.395 -0.094 1.914
C -0.779 0.531 0.744
C 0.290 1.227 -0.043
O 0.214 1.613 -1.536
C 0.122 0.251 -1.180
H 1.638 -1.648 -1.534
H -1.030 -0.306 2.811
H 0.599 -0.115 2.262
H -1.828 0.913 0.506
H 1.356 1.471 0.348
H -1.034 0.130 -1.153

=====

R:
14
Properties=species:S:1:pos:R:3 method="wB97M-V/def2-TZVPD" multiplicity=1 homo_lumo_gap_ha=0.299 lumo_energy_ha=0.037 homo_energy_ev=-7.11
C -0.947 -1.439 0.683
C -0.219 -0.254 0.596
C -1.480 -1.690 -0.632
C -0.308 0.176 -0.703
C 2.591 -0.178 1.208
N 3.427 -0.609 0.524
N 0.130 1.310 -1.345
O -1.084 -0.696 -1.378
H -1.133 -2.053 1.576
H 0.107 0.203 1.519
H -2.150 -2.529 -0.949
H 4.098 -1.152 0.076
H 0.842 1.745 -0.814
H 0.248 1.418 -2.317

=====

S:
14
Properties=species:S:1:pos:R:3 method="wB97M-V/def2-TZVPD" multiplicity=1 homo_lumo_gap_ha=0.400 lumo_energy_ha=0.026 homo_energy_ev=-10.18 smiles="[H]/N=C1/CC(=O)[C@@H]2CN12"
H 1.572 0.776 -2.237
N 1.724 1.349 -1.338
C 0.861 0.675 -0.573
C 0.492 0.904 0.953
C -0.925 0.378 1.084
O -1.733 0.689 1.907
C -1.120 -0.401 -0.154
C -0.232 -1.569 -0.300
N 0.082 -0.335 -1.050
H 1.277 0.571 1.683
H 0.167 1.924 0.953
H -2.039 -0.607 -0.629
H 0.380 -1.992 0.663
H -0.506 -2.361 -0.961

=====

Which structure is most stable, and how do the rest compare? From most to least stable: R, S, P, Q.

=====

P:
12
Properties=species:S:1:pos:R:3 method="wB97M-V/def2-TZVPD" multiplicity=1 homo_lumo_gap_ha=0.363 lumo_energy_ha=-0.023 homo_energy_ev=-10.48 smiles="Cc1ncoc(=O)n1"
C -1.836 1.907 -0.141
C -0.728 0.866 -0.246
N -0.032 0.624 -1.442
C 0.682 -0.410 -1.407
O 0.906 -1.465 -0.323
C 0.633 -0.778 0.902
O 1.171 -1.129 1.879
N -0.506 0.142 0.812
H -1.667 2.681 -1.106
H -3.026 1.607 -0.224
H -1.763 2.417 1.003
H 1.094 -0.829 -2.366

=====

Q:
12
Properties=species:S:1:pos:R:3 method="wB97M-V/def2-TZVPD" multiplicity=1 homo_lumo_gap_ha=0.435 lumo_energy_ha=0.011 homo_energy_ev=-11.54 smiles=N#CC(O)(C#N)CO
N 1.850 -1.948 -0.443
C 1.319 -1.030 -0.034
C 0.500 0.059 0.368
O 0.390 0.353 1.721
C 0.964 1.341 -0.126
N 1.287 2.419 -0.296
C -1.006 -0.018 -0.255
O -0.900 -0.443 -1.588
H 0.486 -0.401 2.285
H -1.409 0.926 -0.154
H -1.722 -0.659 0.327
H -1.758 -0.597 -1.806

=====

Which structure is most stable, and how do the rest compare? From most to least stable: P, Q.

=====

P:
21
Properties=species:S:1:pos:R:3 method="wB97M-V/def2-TZVPD" multiplicity=1 homo_lumo_gap_ha="0.254 / 0.254" lumo_energy_ha="0.005 / 0.005" homo_energy_ev="-6.78 / -6.78"
C 1.281 0.549 -0.441
C 1.153 -1.576 0.986
C -0.796 1.433 1.697
N 0.505 -0.395 0.407
C -0.812 0.062 1.063
C 0.289 -0.237 -1.213
C 0.491 -1.176 -2.179
C -1.205 0.621 -1.082
C -2.134 1.236 -1.569
O -1.537 -0.830 1.446
H 1.086 1.598 -0.260
H 2.319 0.251 -0.548
H 1.869 -1.984 0.275
H 0.384 -2.319 1.193
H 1.647 -1.287 1.915
H -0.434 2.214 1.035
H -1.813 1.680 1.996
H -0.166 1.386 2.591
H -0.204 -2.000 -2.290
H 1.079 -0.932 -3.054
H -3.003 1.707 -1.968

=====

Q:
21
Properties=species:S:1:pos:R:3 method="wB97M-V/def2-TZVPD" multiplicity=1 homo_lumo_gap_ha=0.361 lumo_energy_ha=0.022 homo_energy_ev=-9.23 smiles="C=C=CCC(=O)C/C=N/C"
C -0.290 1.947 -0.369
C -1.062 1.147 0.309
C -2.032 0.598 1.033
C -1.856 -0.769 1.597
C -1.126 -1.688 0.640
O -1.666 -2.534 -0.054
C 0.373 -1.281 0.630
C 0.882 -0.753 -0.672
N 2.050 -0.316 -0.744
C 2.468 0.630 -1.777
H 0.551 2.525 -0.031
H -0.340 2.178 -1.505
H -2.903 1.109 1.403
H -1.308 -0.543 2.626
H -2.865 -1.304 1.903
H 0.469 -0.596 1.490
H 0.934 -2.222 0.990
H -0.043 -0.653 -1.417
H 1.595 0.805 -2.533
H 2.857 1.657 -1.338
H 3.314 0.062 -2.181

=====

R:
21
Properties=species:S:1:pos:R:3 method="wB97M-V/def2-TZVPD" multiplicity=1 homo_lumo_gap_ha=0.364 lumo_energy_ha=0.027 homo_energy_ev=-9.15 smiles="C[C@]12C[C@@H]3[C@H](C1)[C@@]32C(N)=O"
C 0.516 2.013 -0.380
C 0.129 0.783 0.392
C -1.134 0.760 1.290
C -1.153 -0.748 1.076
C 0.284 -1.219 1.040
C 1.171 0.003 1.233
C -0.343 -0.607 -0.197
C -0.592 -1.160 -1.530
N 0.451 -1.199 -2.385
O -1.407 -2.092 -1.716
H 0.707 2.845 0.314
H 1.434 1.848 -0.963
H -0.287 2.328 -1.063
H -1.026 1.147 2.316
H -1.987 1.242 0.793
H -1.974 -1.448 1.228
H 0.538 -2.272 1.162
H 2.120 -0.107 0.690
H 1.360 0.363 2.257
H 0.852 -0.313 -2.665
H 0.339 -2.165 -2.891

=====

S:
21
Properties=species:S:1:pos:R:3 method="wB97M-V/def2-TZVPD" multiplicity=1 homo_lumo_gap_ha=0.361 lumo_energy_ha=0.029 homo_energy_ev=-9.04 smiles="C[C@]12C[C@@H]3[C@H](C1)[C@@]32C(N)=O"
C 0.502 0.948 -1.812
C 0.674 0.333 -0.450
C 1.329 1.123 0.711
C 0.542 0.220 1.653
C 0.502 -1.158 1.033
C 1.265 -1.090 -0.284
C -0.464 -0.090 0.563
C -1.930 -0.053 0.609
N -2.581 -0.720 -0.368
O -2.555 0.252 1.635
H 1.485 1.218 -2.225
H 0.028 0.245 -2.512
H -0.102 1.865 -1.764
H 2.429 1.113 0.766
H 0.958 2.156 0.750
H 0.306 0.374 2.705
H 0.234 -2.036 1.620
H 0.844 -1.786 -1.022
H 2.363 -1.177 -0.264
H -2.486 -0.395 -1.321
H -3.341 -1.342 -0.024

=====

Which structure is most stable, and how do the rest compare? From most to least stable: S, R, Q, P.